*one*
Here is 2 unconnected molecules or ions with the total composition C4H12OS from OMol25. Energies are from the ωB97M-V functional and the def2-TZVPD basis.

The geometry in XYZ format:
```
18
C4H12OS | OMol25 | the ωB97M-V functional and the def2-TZVPD basis
C 1.9529 -0.3147 1.7934
S 2.1139 0.6921 0.3274
C 1.8848 -0.5850 -0.9115
H 2.7402 -1.0561 1.9076
H 0.9899 -0.8416 1.7708
H 1.8844 0.3345 2.6660
H 1.6279 -0.1314 -1.8575
H 2.7944 -1.1590 -1.0855
H 1.0818 -1.2511 -0.6209
C -1.8063 0.9206 -0.0973
O -1.6023 -0.0344 0.9563
C -1.9564 0.1655 -1.4009
H -2.6908 1.5158 0.1294
H -0.9350 1.5756 -0.1115
H -2.1460 0.2194 1.7033
H -2.8807 -0.4067 -1.4118
H -1.9588 0.8504 -2.2508
H -1.0938 -0.4940 -1.5065
```

## Properties
SMILES: CCO.CSC
LUMO, eV: 0.9
HOMO-LUMO gap, eV: 9.22
2S+1: 1


*two*
Here is 2 unconnected molecules or ions with the total composition C4H12OS from OMol25. Energies are from the ωB97M-V functional and the def2-TZVPD basis.

The geometry in XYZ format:
```
18
C4H12OS | OMol25 | the ωB97M-V functional and the def2-TZVPD basis
C 1.7718 0.4622 1.6754
S 1.0758 0.9850 0.0758
C 1.6512 -0.3025 -1.1554
H 2.6779 0.9659 2.0089
H 1.8774 -0.6412 1.6987
H 1.0898 0.6204 2.4872
H 1.5818 -1.2397 -0.5890
H 1.0631 -0.2607 -2.0648
H 2.6573 -0.2163 -1.5052
C -2.3330 -0.2373 -0.2380
O -1.4330 -0.3374 0.8940
C -1.9305 -1.3428 -1.3013
H -3.3067 -0.4174 0.0458
H -2.2645 0.8303 -0.6437
H -0.7769 0.3971 0.9338
H -0.8273 -1.1603 -1.5089
H -2.0151 -2.3510 -0.9312
H -2.4626 -1.0646 -2.1807
```

## Properties
SMILES: CCO.CSC
LUMO, eV: 0.9
HOMO-LUMO gap, eV: 9.64
2S+1: 1


*three*
Here is 2 unconnected molecules or ions with the total composition C4H12OS from OMol25. Energies are from the ωB97M-V functional and the def2-TZVPD basis.

The geometry in XYZ format:
```
18
C4H12OS | OMol25 | the ωB97M-V functional and the def2-TZVPD basis
C -0.3029 2.2438 -0.9505
C 0.4836 1.0618 -0.4977
C -0.0338 0.1381 0.6201
C 1.1518 -0.5769 1.3311
S 0.4396 -1.3756 2.8677
H 0.2583 2.8429 -1.6804
H -1.1323 1.9261 -1.4794
H -0.6243 2.7551 -0.0367
H 1.4704 1.5480 -0.3062
H 0.6224 0.3984 -1.5009
H -0.6185 -0.6503 0.1293
H -0.8065 0.5927 1.3138
H 1.9482 0.0410 1.7236
H 1.2812 -1.5199 0.7078
H 0.3153 -0.3272 3.7020
H -1.6384 -3.5511 -2.5023
H -1.1218 -2.4050 -1.8053
O -1.6924 -3.1417 -1.6360
```

## Properties
SMILES: CCCCS.O
LUMO, eV: 0.6
HOMO-LUMO gap, eV: 9.50
2S+1: 1


Energies, relative to the best one, in kJ/mol: *one* 0.0; *two* 76.6; *three* 71.0.


*one*
Here is 2 unconnected molecules or ions with the total composition C3H9S2 from OMol25. Energies are from the ωB97M-V functional and the def2-TZVPD basis.

The geometry in XYZ format:
```
14
C3H9S2 | OMol25 | the ωB97M-V functional and the def2-TZVPD basis
C 2.1307 -1.8522 -1.1332
S 1.0356 -0.3343 -1.4727
H 2.9281 -1.8312 -1.8797
H 1.4366 -2.6308 -1.2844
H 2.3440 -1.7146 -0.0879
C -0.5507 1.0194 1.2827
C -1.7729 1.4250 0.4572
S -2.8966 0.0857 0.1774
H -0.1123 2.0100 1.6782
H -0.9770 0.2638 2.0297
H 0.3236 0.4312 0.8277
H -1.5800 1.8756 -0.4829
H -2.3409 2.2990 0.7904
H 0.0318 -1.0464 -0.9027
```

## Properties
Charge: -1
LUMO, eV: 3.2
HOMO-LUMO gap, eV: 5.30
2S+1: 1


*two*
Here is 2 unconnected molecules or ions with the total composition C3H9S2 from OMol25. Energies are from the ωB97M-V functional and the def2-TZVPD basis.

The geometry in XYZ format:
```
14
C3H9S2 | OMol25 | the ωB97M-V functional and the def2-TZVPD basis
C -2.0912 0.0154 -1.4218
S -0.9978 0.8432 -2.6477
H -2.9931 0.5802 -1.4773
H -2.2160 -1.0555 -1.5052
H -1.6327 0.2978 -0.5141
C 0.7474 -0.9449 1.4135
C 1.6862 0.2564 1.0660
S 1.6396 1.3506 -0.4723
H 0.5552 -1.6758 0.6443
H -0.2336 -0.4569 1.6680
H 1.1414 -1.6355 2.2076
H 1.7523 1.0869 1.7902
H 2.7416 -0.2482 1.1103
H -0.0992 1.5862 -1.8616
```

## Properties
Charge: -1
LUMO, eV: 3.7
HOMO-LUMO gap, eV: 6.27
2S+1: 1


*three*
Here is 2 unconnected molecules or ions with the total composition C3H9S2 from OMol25. Energies are from the ωB97M-V functional and the def2-TZVPD basis.

The geometry in XYZ format:
```
14
C3H9S2 | OMol25 | the ωB97M-V functional and the def2-TZVPD basis
C -0.2073 -2.2981 -0.7750
S 0.4702 -2.8363 0.8129
H 0.3033 -2.8571 -1.5756
H -0.1180 -1.2291 -0.9457
H -1.2176 -2.6643 -1.0093
C -0.4104 1.9916 -0.2518
C 0.6646 1.3238 0.6362
S -0.0243 0.3110 2.0057
H -1.3636 1.4772 -0.1332
H -0.5484 2.9932 0.1663
H -0.2408 2.0667 -1.3241
H 1.2991 2.1034 1.0457
H 1.1747 0.5708 0.0412
H 0.2185 -0.9528 1.3067
```

## Properties
Charge: -1
LUMO, eV: 3.7
HOMO-LUMO gap, eV: 6.44
2S+1: 1


Energies, relative to the best one, in kJ/mol: *one* 90.2; *two* 65.1; *three* 0.0.


*one*
Here is 2 unconnected molecules or ions with the total composition C3H10N2S from OMol25. Energies are from the ωB97M-V functional and the def2-TZVPD basis.

The geometry in XYZ format:
```
16
C3H10N2S | OMol25 | the ωB97M-V functional and the def2-TZVPD basis
C -2.9592 -2.1574 1.8906
N -1.7055 -1.9410 2.0575
H -3.6280 -2.7241 2.5915
H -3.4436 -1.7411 0.9787
H -0.7051 -0.2970 0.7828
H -1.3384 -2.3665 2.9079
C 0.5927 -0.5274 -0.8825
C 1.3939 0.5133 -1.7138
S 1.6395 1.9993 -0.6271
N -0.4379 0.1883 -0.0654
H 1.3159 -1.0119 -0.1933
H 0.1015 -1.2375 -1.6009
H 0.7903 0.7905 -2.6292
H 2.3866 0.1048 -2.0378
H -1.2382 0.4061 -0.6188
H 0.3663 1.3860 0.1414
```

## Properties
SMILES: NCCS.C=N
LUMO, eV: 0.7
HOMO-LUMO gap, eV: 8.26
2S+1: 1


*two*
Here is 2 unconnected molecules or ions with the total composition C3H10N2S from OMol25. Energies are from the ωB97M-V functional and the def2-TZVPD basis.

The geometry in XYZ format:
```
16
C3H10N2S | OMol25 | the ωB97M-V functional and the def2-TZVPD basis
C 2.1259 -0.0818 -1.3472
C 1.9515 1.1685 -0.5180
S 1.1838 0.9789 0.9929
H 1.1673 -0.6098 -1.4553
H 2.8070 -0.7499 -0.8056
H 2.5609 0.1279 -2.3310
H 1.6484 2.0907 -1.1422
H 2.9419 1.7285 -0.4523
N -2.7728 -0.1179 -0.4487
C -2.2767 -1.3020 -0.2179
N -1.6496 -1.6005 0.8899
H -2.8631 0.6672 0.1813
H -3.1009 0.0685 -1.3846
H -2.3194 -2.1077 -0.9497
H -1.3224 -2.5446 1.0020
H -1.3477 -0.8741 1.5372
```

## Properties
LUMO, eV: -0.4
HOMO-LUMO gap, eV: 4.99
2S+1: 1


Energies, relative to the best one, in kJ/mol: *one* 0.0; *two* 93.8.


*one*
Here is a molecular structure, C3H10N2S from OMol25. Energies are from the ωB97M-V functional and the def2-TZVPD basis.

The geometry in XYZ format:
```
16
C3H10N2S | OMol25 | the ωB97M-V functional and the def2-TZVPD basis
C 0.6927 0.3886 -2.8236
C -0.5173 0.2254 -1.9017
S -0.4160 1.2390 -0.3939
H 0.8083 -0.4836 -3.4680
H 0.6603 1.2740 -3.4495
H 1.5934 0.3710 -2.2165
H -1.4370 0.5485 -2.3965
H -0.6737 -0.8262 -1.6693
N -1.2124 -0.5747 2.5088
C 0.1107 -0.6586 2.6319
N 0.8770 0.0740 1.9184
H -1.5524 0.1579 1.8868
H -1.7614 -0.9233 3.2731
H 0.5258 -1.4179 3.2928
H 1.8781 -0.0235 1.9675
H 0.4238 0.6295 0.8394
```

## Properties
LUMO, eV: 0.5
HOMO-LUMO gap, eV: 7.94
2S+1: 1


*two*
Here is a molecular structure, C3H10N2S from OMol25. Energies are from the ωB97M-V functional and the def2-TZVPD basis.

The geometry in XYZ format:
```
16
C3H10N2S | OMol25 | the ωB97M-V functional and the def2-TZVPD basis
C 0.9159 -0.6096 0.8059
C 1.0396 -0.6962 -0.7979
S -0.1130 -1.4927 -1.7860
N -0.0523 0.2308 1.4761
C -0.6591 1.1969 0.5925
N -1.3378 2.2547 1.4059
H 1.8653 -0.3571 1.2918
H 0.6754 -1.6499 1.1305
H 2.0660 1.8172 0.3888
H 1.9539 -0.3300 -1.1312
H -1.0327 -0.4096 -1.7200
H 2.6778 2.0023 0.8427
H -0.9397 0.1017 0.4981
H -0.4017 1.5479 -0.4996
H -2.2272 1.8745 1.7670
H -0.8756 2.5399 2.2312
```

## Properties
LUMO, eV: -1.5
HOMO-LUMO gap, eV: 5.20
2S+1: 1


Energies, relative to the best one, in kJ/mol: *one* 0.0; *two* 744.6.


*one*
Here is 2 unconnected molecules or ions with the total composition C3H10N2S from OMol25. Energies are from the ωB97M-V functional and the def2-TZVPD basis.

The geometry in XYZ format:
```
16
C3H10N2S | OMol25 | the ωB97M-V functional and the def2-TZVPD basis
C 3.1613 -0.2010 -0.5607
C 1.7869 0.2028 -0.0479
S 0.5541 -1.0717 -0.4858
H 3.1377 -0.3211 -1.6452
H 3.5019 -1.1219 -0.0889
H 3.8959 0.5723 -0.3357
H 1.5072 1.1572 -0.5074
H 1.7816 0.2897 1.0383
N -2.5542 1.1258 -0.4524
C -2.3963 0.9619 0.8790
N -1.5898 0.1171 1.3785
H -2.1890 0.4317 -1.0869
H -3.3473 1.6288 -0.8040
H -3.0225 1.5998 1.5063
H -1.5822 0.2168 2.3848
H -0.4673 -0.5228 0.2907
```

## Properties
SMILES: [H]/N=C/N.CCS
LUMO, eV: 0.8
HOMO-LUMO gap, eV: 8.83
2S+1: 1


*two*
Here is 2 unconnected molecules or ions with the total composition C3H10N2S from OMol25. Energies are from the ωB97M-V functional and the def2-TZVPD basis.

The geometry in XYZ format:
```
16
C3H10N2S | OMol25 | the ωB97M-V functional and the def2-TZVPD basis
C 1.2826 0.3299 0.0119
C 0.8636 -0.1967 1.3365
S -0.6337 0.2447 2.1418
N 0.1919 0.5049 -1.0421
C -0.3866 -0.6349 -1.5465
N -1.3462 -0.5249 -2.5725
H 1.9454 -0.4511 -0.3719
H 1.8074 1.2780 -0.0034
H 3.5765 1.2183 -1.5849
H 1.0865 -1.2472 1.5071
H -1.5074 -0.4058 1.3393
H 2.9835 1.0056 -1.9705
H -0.7596 -0.3556 -0.4184
H 0.2126 -1.5439 -1.6695
H -1.4370 0.4291 -2.9206
H -1.1535 -1.1348 -3.3569
```

## Properties
LUMO, eV: -1.5
HOMO-LUMO gap, eV: 5.18
2S+1: 1


Energies, relative to the best one, in kJ/mol: *one* 0.0; *two* 692.6.


*one*
Here is C3H10N2S in the gas phase from OMol25. Energies are from the ωB97M-V functional and the def2-TZVPD basis.

The geometry in XYZ format:
```
16
C3H10N2S | OMol25 | the ωB97M-V functional and the def2-TZVPD basis
N -0.3847 -0.2739 -1.3395
C 0.4123 0.2244 -0.2000
C -0.2966 -0.0347 1.1135
S -2.1312 0.4373 1.1067
C 1.7830 -0.5169 -0.2156
N 2.7777 -0.0646 -1.2355
H -1.2397 0.2042 -1.5291
H -0.3712 -1.1348 -1.7583
H 0.6191 1.3123 -0.3093
H -0.3803 -1.2289 1.3051
H 0.3077 0.4439 1.8238
H -2.5354 0.4864 -0.1787
H 1.4582 -1.5295 -0.5526
H 2.2969 -0.3022 0.7485
H 3.5416 -0.6490 -1.2989
H 2.2599 -0.2665 -2.1197
```

## Properties
SMILES: NC[C@@H](N)CS
LUMO, eV: 0.9
HOMO-LUMO gap, eV: 9.78
2S+1: 1


*two*
Here is C3H10N2S in the gas phase from OMol25. Energies are from the ωB97M-V functional and the def2-TZVPD basis.

The geometry in XYZ format:
```
16
C3H10N2S | OMol25 | the ωB97M-V functional and the def2-TZVPD basis
N -1.2899 0.5492 0.4560
C -0.2159 -0.3027 -0.0472
C 0.4984 -1.0022 1.0952
S -0.6450 -2.0491 2.0357
C 0.7857 0.5699 -0.8029
N 0.1556 1.2303 -1.9325
H -1.3726 1.3752 -0.1126
H -0.9948 -1.1518 2.9530
H -2.1172 0.0189 0.6677
H -0.6261 -1.0896 -0.6855
H 1.3069 -1.6066 0.6867
H 0.9461 -0.2861 1.7702
H 1.6839 -0.0333 -1.0031
H 1.1084 1.2960 -0.0627
H 0.0246 0.5453 -2.6715
H 0.7520 1.9364 -2.3466
```

## Properties
SMILES: NC[C@H](N)CS
LUMO, eV: 1.0
HOMO-LUMO gap, eV: 9.88
2S+1: 1


Energies, relative to the best one, in kJ/mol: *one* 139.3; *two* 0.0.